Record 1
Below is a cluster of 2 separate species, C9H10 in total at a distorted geometry, with properties calculated with ωB97M-V/def2-TZVPD.

```
19
Properties=species:S:1:pos:R:3:forces:R:3:mulliken_charge:R:1
C -2.70380 -0.41926 1.40325 -1.779 0.608 0.986 -1.281
C -1.86148 -0.78720 0.29274 -0.776 -0.408 -1.078 0.101
C -1.28675 -1.10935 -0.73072 -0.559 0.823 0.999 0.125
C -0.18155 -0.95495 -1.52608 0.852 0.286 -0.667 0.323
C 0.93644 -0.53612 -1.73674 -1.326 -1.978 -0.520 -0.031
C 2.33828 -0.38008 -1.59083 2.124 -0.371 1.386 -1.019
H -3.08367 0.63408 1.43464 0.647 -0.553 -0.691 0.276
H -2.21038 -0.50055 2.36800 0.240 -0.400 0.047 0.318
H -3.66722 -0.99094 1.45399 0.984 0.052 -0.142 0.313
H 2.61163 -0.77629 -0.56956 -0.479 0.643 -0.758 0.257
H 2.59276 0.66684 -1.58907 0.417 0.410 -0.087 0.298
H 3.07318 -0.94617 -2.16903 -0.683 0.148 -0.880 0.359
C 0.97197 -0.07500 1.16876 0.847 0.890 -0.631 -1.082
C 0.76406 1.07679 0.53340 -1.239 -0.848 1.358 0.369
C 0.08340 1.97327 -0.14037 0.685 -0.735 -1.232 -0.447
H 1.86004 -0.34880 1.76399 -0.855 0.549 0.150 0.333
H 0.31953 -0.87456 0.79220 0.791 0.178 0.364 0.300
H 0.41936 2.20993 -1.16442 -0.052 0.029 0.582 0.227
H -0.97579 2.13837 0.00585 0.161 0.676 0.812 0.260
```
Positions in Å, forces in eV/Å.

The LUMO energy comes out at 0.0281 hartree. The value obtained for the electronic energy is -348.674318 a.u. The calculation puts the HOMO-LUMO gap at 0.34896 hartree. The calculation puts the energy above the lowest of the compared OMol25 structures with the same formula, charge and spin at 5.5111 eV.

=====

Record 2
Below is a cluster of 2 separate species, C9H10Br2N in total at a distorted geometry, with properties calculated with ωB97M-V/def2-TZVPD.

```
22
Properties=species:S:1:pos:R:3:forces:R:3:mulliken_charge:R:1
C -0.06326 -1.65531 -2.32252 -1.535 0.650 0.325 -0.535
C 0.10985 -2.38095 -1.12954 0.887 -2.069 -0.905 -0.562
C -0.16752 -0.25246 -2.23475 0.906 0.225 0.119 -0.545
C 0.43195 -1.78433 0.06027 0.268 0.303 1.094 -0.573
C 0.08824 0.40262 -0.99672 -0.852 -0.085 -2.422 0.539
C 0.42084 -0.39174 0.10456 -0.333 0.717 -0.719 1.258
C 0.02522 1.92115 -0.89741 -3.015 -0.424 1.491 -0.618
C -0.29219 2.28871 0.57674 -0.578 -0.554 0.171 -0.741
C 0.92744 0.32963 1.19251 1.091 0.977 2.960 0.010
N 0.70090 1.60396 1.44412 -0.794 -1.771 -1.822 -0.142
Br -1.63276 -2.04541 3.88410 0.763 0.131 0.308 -0.215
Br 2.02346 -0.51982 2.49644 -0.223 0.340 -0.514 -0.082
H -0.34896 -2.20784 -3.26016 0.705 0.766 1.023 0.351
H 0.17033 -3.48562 -1.25811 -0.248 0.930 0.475 0.344
H -0.30469 0.35894 -3.14806 -0.146 -0.462 0.732 0.382
H 0.72506 -2.20794 1.05279 -0.505 -0.549 -1.458 0.225
H 0.94598 2.36163 -1.02488 2.311 0.870 -1.092 0.310
H -0.75525 2.43187 -1.54901 1.087 -0.975 0.598 0.388
H -0.05922 3.32125 0.78360 -0.717 0.511 -0.230 0.430
H -1.34661 1.97209 0.89640 1.509 0.600 -0.344 0.282
H -2.86107 -2.19521 3.25011 -0.727 -0.100 -0.363 0.219
H 1.26227 2.13480 2.07949 0.147 -0.029 0.572 0.275
```
Positions in Å, forces in eV/Å.

Its charge is +1. The LUMO energy comes out at -0.1850 hartree. The value obtained for the electronic energy is -5551.475962 a.u. The calculation puts the HOMO-LUMO gap at 0.31090 hartree. The calculation puts the energy above the lowest of the compared OMol25 structures with the same formula, charge and spin at 0.0000 eV.